ORCA calculation (ωB97M-V/def2-TZVPD) on a molecular structure, C16H40CeClO2P2Si2 at a distorted geometry.

Geometry as XYZ:
```
64
Properties=species:S:1:pos:R:3
Ce 0.04 -1.39 -0.18
Cl 2.00 -5.99 -0.62
P 0.31 -1.92 2.19
P -0.28 -0.92 -2.56
Si 0.02 2.44 1.88
Si 0.22 3.06 -1.22
O -0.62 -5.76 -0.17
O -2.82 0.02 0.47
C -1.75 -0.06 -3.05
C 0.12 -7.86 -1.26
C -0.96 -1.39 3.31
C 1.89 3.89 -1.19
C -0.11 3.11 -3.12
C 0.75 4.20 1.97
C 0.19 1.59 0.12
C 1.12 0.04 -3.10
C -1.76 -0.54 0.22
C 1.85 -1.17 2.73
C -1.28 4.20 -0.84
C 0.79 1.94 3.55
C 0.32 -6.54 -0.66
C 0.50 -3.68 2.37
C -0.22 -2.46 -3.46
C -1.83 2.54 2.28
H 0.50 2.71 4.29
H 0.78 -3.88 3.40
H 2.04 -1.52 3.74
H 2.22 4.19 -0.18
H -2.23 1.54 2.45
H 0.65 2.67 -3.75
H 0.50 -7.84 -2.29
H 1.86 4.78 -1.82
H 0.68 -3.03 -3.19
H -2.39 3.01 1.46
H 0.71 -8.60 -0.70
H 1.84 4.12 1.98
H -2.65 -0.63 -2.78
H 0.45 4.88 1.17
H 1.06 0.13 -4.19
H 1.78 -0.08 2.72
H -1.82 0.92 -2.56
H -1.11 2.73 -3.38
H -1.70 0.07 -4.13
H 1.12 1.04 -2.65
H -1.92 -1.86 3.05
H 2.67 -1.47 2.06
H 0.43 0.99 3.95
H -1.10 -3.08 -3.22
H 2.07 -0.45 -2.82
H 1.29 -4.05 1.69
H -1.22 5.08 -1.49
H 2.63 3.18 -1.59
H -1.97 3.14 3.19
H -0.91 1.58 -0.14
H -0.94 -8.15 -1.26
H -0.12 4.18 -3.39
H 1.88 1.97 3.47
H -0.66 -1.70 4.31
H -2.19 3.65 -1.07
H -1.09 -0.30 3.28
H -0.21 -2.22 -4.52
H 0.44 4.66 2.92
H -1.35 4.55 0.19
H -0.43 -4.20 2.12
```

Computed properties:
Energy above the lowest of the compared OMol25 structures with the same formula, charge and spin (kJ/mol): 751.6
Total charge: +3
Frontier orbital gap (alpha / beta) (eV): 4.7 / 4.8
HOMO energy (alpha / beta) (eV): -17.47 / -17.47